{
  "formula": "C5H11NO",
  "method": "ωB97M-V/def2-TZVPD",
  "symbols": ["C", "C", "C", "N", "C", "C", "O", "H", "H", "H", "H", "H", "H", "H", "H", "H", "H", "H"],
  "coordinates": [[-0.888440, -0.235886, 0.622309], [-2.084486, 0.330015, 1.409942], [-0.775370, 0.430022, -0.771645], [0.581962, 0.573765, -1.250542], [1.687012, -0.381512, -1.121495], [2.106188, -0.795860, 0.273270], [2.589593, 0.079232, 1.075372], [-0.830635, -1.321208, 0.581649], [0.019900, 0.068997, 1.153256], [-2.220646, -0.226566, 2.340938], [-2.995126, 0.465500, 0.836456], [-1.772396, 1.331849, 1.703365], [-1.090303, 1.466112, -0.601027], [-1.466952, -0.099548, -1.460377], [0.720177, 1.272332, -1.953761], [2.589381, 0.170196, -1.481237], [1.496299, -1.269218, -1.742425], [2.333840, -1.858222, 0.385951]],
  "forces_ev_per_a": [[0.5, 0.8, -0.1], [1.0, 0.1, 0.1], [0.6, -0.3, 0.6], [0.2, 0.0, 0.4], [0.2, 0.0, 0.5], [-0.3, 0.3, -0.5], [0.0, 0.0, 0.2], [-0.3, -0.1, -0.1], [-0.1, -0.2, 0.0], [-0.4, 0.0, -0.2], [-0.3, -0.4, -0.1], [-0.1, 0.2, 0.1], [-0.5, -0.1, -0.3], [0.0, 0.2, 0.0], [-0.1, 0.1, -0.1], [-0.4, 0.0, -0.5], [0.2, -0.2, 0.0], [0.1, -0.4, 0.1]],
  "homo_ev": [0.29, -3.00],
  "e_lumo_ev": [3.988, 3.932],
  "total_charge": -1,
  "s_squared": 0.753,
  "orbital_gap_ha": [0.1359, 0.2547],
  "spin_multiplicity": 2,
  "de_lowest_kcal_mol": 29.1,
  "molar_mass_g_mol": 101.149
}

***

{
  "formula": "C26H33N3O5",
  "method": "ωB97M-V/def2-TZVPD",
  "symbols": ["C", "O", "C", "C", "C", "C", "O", "N", "C", "C", "C", "C", "C", "C", "C", "C", "N", "C", "C", "O", "N", "C", "C", "C", "C", "C", "C", "C", "C", "O", "C", "C", "O", "C", "H", "H", "H", "H", "H", "H", "H", "H", "H", "H", "H", "H", "H", "H", "H", "H", "H", "H", "H", "H", "H", "H", "H", "H", "H", "H", "H", "H", "H", "H", "H", "H", "H"],
  "coordinates": [[5.165555, -3.047673, 0.469896], [4.450047, -2.760088, -0.706559], [3.605100, -1.679106, -0.705392], [3.347321, -0.917415, 0.428538], [2.440727, 0.128354, 0.392054], [2.145111, 0.857482, 1.663643], [3.000581, 1.131433, 2.488669], [0.840694, 1.172243, 1.796357], [0.288921, 1.754524, 2.997687], [-0.653276, 0.763295, 3.689286], [-1.974935, 0.601352, 2.906814], [-3.198226, 1.008586, 3.748626], [-3.180893, 2.504745, 4.052670], [-3.006819, 3.302695, 2.763069], [-1.793609, 2.798194, 1.960212], [-0.453234, 3.059916, 2.682948], [-1.895691, 1.380784, 1.684840], [-2.737002, 0.955010, 0.601176], [-1.976790, -0.090921, -0.230069], [-0.870711, -0.472424, 0.086081], [-2.649394, -0.500232, -1.334629], [-2.184370, -1.310039, -2.387742], [-3.020143, -1.474916, -3.489435], [-2.598679, -2.217551, -4.575724], [-1.338245, -2.792222, -4.579376], [-0.509858, -2.635118, -3.481725], [-0.929262, -1.909056, -2.381698], [1.814299, 0.467544, -0.800120], [2.081311, -0.259979, -1.947760], [1.539889, -0.001674, -3.174761], [0.614717, 1.046873, -3.280899], [2.966247, -1.354912, -1.910608], [3.087325, -2.042992, -3.088724], [4.335313, -2.604184, -3.431791], [5.802511, -3.896136, 0.222142], [5.789326, -2.203715, 0.779650], [4.496987, -3.325925, 1.290510], [3.824256, -1.134984, 1.369658], [0.167945, 0.741138, 1.170694], [1.144373, 1.970549, 3.648355], [-0.853595, 1.110968, 4.702458], [-0.145006, -0.198016, 3.765001], [-2.087195, -0.446926, 2.611591], [-3.214059, 0.431113, 4.674126], [-4.109306, 0.766942, 3.193666], [-2.364568, 2.732439, 4.738798], [-4.111843, 2.794665, 4.545976], [-2.887150, 4.364462, 2.984834], [-3.903527, 3.189118, 2.146667], [-1.780883, 3.320709, 0.996442], [-0.626576, 3.598409, 3.614292], [0.192136, 3.679483, 2.060229], [-3.696196, 0.518968, 0.926086], [-2.961928, 1.806034, -0.049528], [-3.576254, -0.121787, -1.478681], [-3.999411, -1.014492, -3.494190], [-3.255242, -2.338799, -5.424821], [-1.005764, -3.358711, -5.435802], [0.480352, -3.062428, -3.477792], [-0.277992, -1.794438, -1.532331], [1.144056, 1.309987, -0.823104], [0.274065, 1.033965, -4.315435], [1.075141, 2.017253, -3.062441], [-0.243660, 0.896035, -2.618454], [4.522331, -3.538322, -2.897064], [5.155420, -1.909069, -3.234266], [4.279238, -2.801016, -4.502822]],
  "forces_ev_per_a": [[0.1, -0.1, 0.2], [-0.4, 0.3, -0.3], [0.0, 0.0, -0.1], [0.0, 0.0, 0.1], [0.3, -0.2, -0.3], [-0.1, 0.1, -0.1], [0.3, -0.1, 0.2], [-0.2, 0.0, -0.1], [0.2, 0.2, 0.3], [0.1, 0.0, -0.1], [-0.2, -0.3, 0.3], [0.2, 0.0, -0.1], [-0.2, -0.1, -0.2], [0.2, 0.0, 0.0], [-0.2, 0.5, 0.0], [0.1, -0.1, 0.0], [-0.3, 0.0, -0.4], [0.3, 0.0, 0.3], [-0.4, 0.2, 0.1], [0.1, -0.2, -0.1], [-0.3, 0.0, -0.1], [0.2, -0.2, -0.2], [0.0, 0.0, 0.1], [0.0, 0.0, 0.0], [0.1, -0.1, -0.1], [-0.1, 0.0, -0.1], [0.1, 0.0, 0.2], [0.1, 0.0, 0.0], [0.2, -0.2, -0.2], [0.3, -0.3, 0.3], [-0.2, 0.2, 0.0], [0.0, 0.0, -0.2], [-0.3, 0.1, 0.5], [0.3, -0.3, -0.2], [0.0, 0.1, 0.1], [0.0, 0.0, 0.0], [0.0, 0.0, 0.0], [0.1, 0.0, 0.1], [0.1, 0.0, 0.0], [-0.2, 0.0, -0.1], [0.0, 0.0, 0.1], [0.0, 0.0, 0.1], [0.0, 0.1, 0.0], [0.0, -0.1, 0.0], [-0.1, 0.0, 0.0], [0.0, 0.0, 0.1], [0.1, 0.0, 0.1], [0.0, 0.1, 0.0], [-0.1, 0.0, 0.0], [0.0, -0.1, 0.1], [0.0, 0.1, 0.1], [0.0, 0.0, 0.1], [0.0, 0.1, -0.1], [0.0, 0.0, 0.0], [0.2, 0.0, 0.1], [-0.1, 0.0, 0.0], [0.0, 0.0, -0.1], [0.0, -0.1, -0.1], [0.1, 0.0, 0.0], [0.0, 0.0, 0.0], [-0.1, 0.1, 0.0], [0.0, 0.0, 0.1], [0.0, 0.0, 0.0], [0.0, 0.0, 0.0], [0.0, 0.1, -0.1], [0.0, 0.0, 0.0], [0.0, 0.0, 0.0]],
  "homo_ev": -7.83,
  "e_lumo_ev": 0.360,
  "orbital_gap_ha": 0.3009,
  "smiles": "COc1cc(C(=O)N[C@@H]2C[C@H]3CCC[C@@H](C2)N3CC(=O)Nc2ccccc2)cc(OC)c1OC",
  "de_lowest_kcal_mol": 37.9,
  "molar_mass_g_mol": 467.566
}

***

{
  "formula": "C46H43ClO8",
  "method": "ωB97M-V/def2-TZVPD",
  "symbols": ["C", "O", "C", "C", "C", "C", "C", "C", "C", "C", "C", "C", "C", "O", "C", "O", "C", "C", "C", "C", "Cl", "C", "O", "H", "H", "H", "H", "H", "H", "H", "H", "H", "H", "H", "H", "H", "H", "H", "H", "H", "H", "H", "H", "H", "H", "H", "H", "H", "H", "H", "O", "C", "C", "C", "C", "C", "C", "C", "C", "O", "C", "C", "C", "C", "C", "C", "H", "H", "H", "H", "H", "H", "H", "H", "O", "C", "C", "C", "C", "C", "C", "C", "C", "O", "C", "C", "C", "C", "C", "C", "H", "H", "H", "H", "H", "H", "H", "H"],
  "coordinates": [[6.779308, -0.337897, 1.868065], [5.828995, -0.957558, 1.027382], [5.920385, -0.575563, -0.334486], [5.534811, 0.875938, -0.575480], [4.048440, 1.123113, -0.325818], [3.669613, 2.603761, -0.458259], [3.456700, 3.352578, 0.862927], [2.388485, 2.749493, 1.786819], [0.987747, 3.377335, 1.621180], [-0.150036, 2.360050, 1.695147], [-0.487626, 1.663733, 0.414399], [0.016525, 1.928376, -0.788718], [-0.400347, 1.131707, -1.952971], [-0.276838, 1.505307, -3.104081], [-0.995471, -0.214766, -1.688423], [-0.934193, -1.078965, -2.717719], [-1.558624, -0.495262, -0.509334], [-2.223336, -1.794285, -0.169246], [-3.754101, -1.678224, 0.027432], [-4.191762, -2.293384, 1.343628], [-5.934693, -2.701859, 1.335054], [-1.534431, 0.579293, 0.514909], [-2.340332, 0.601495, 1.422621], [7.651178, 0.012006, 1.306265], [6.345082, 0.516493, 2.396448], [7.108492, -1.071860, 2.603042], [6.930461, -0.781000, -0.710150], [5.218548, -1.227253, -0.858347], [5.789470, 1.141759, -1.604948], [6.112703, 1.518221, 0.096575], [3.474459, 0.517961, -1.033935], [3.812217, 0.733369, 0.666806], [4.483290, 3.108668, -0.988438], [2.794931, 2.736787, -1.097556], [3.162564, 4.379899, 0.628680], [4.416440, 3.430473, 1.380638], [2.311191, 1.672085, 1.621170], [2.699007, 2.867945, 2.825809], [0.937928, 3.946571, 0.689307], [0.826865, 4.106360, 2.416231], [-1.066151, 2.810165, 2.083681], [0.110178, 1.583124, 2.422759], [0.737188, 2.709811, -0.981826], [-0.912051, -0.559941, -3.536543], [-2.012581, -2.507757, -0.962753], [-1.757137, -2.189668, 0.737965], [-4.260496, -2.202512, -0.782644], [-4.065834, -0.636663, -0.002621], [-3.656006, -3.218352, 1.545517], [-4.031618, -1.607186, 2.171467], [2.346002, 9.390760, -4.947872], [3.004831, 8.422892, -4.634262], [2.380343, 7.078479, -4.476176], [1.018454, 6.935217, -4.714698], [0.420483, 5.692537, -4.587649], [1.178324, 4.582773, -4.226516], [2.535343, 4.723934, -3.986542], [3.140194, 5.969003, -4.102316], [4.596566, 6.091257, -3.808302], [5.245093, 5.137696, -3.431984], [5.227011, 7.430588, -3.991103], [6.590414, 7.569291, -3.759320], [7.200008, 8.799236, -3.937812], [6.451030, 9.896900, -4.348076], [5.091506, 9.766138, -4.573797], [4.473837, 8.534080, -4.395060], [0.444460, 7.807090, -4.997537], [-0.640645, 5.584029, -4.770804], [0.707986, 3.612404, -4.126872], [3.138703, 3.872897, -3.699283], [7.156442, 6.703923, -3.442798], [8.261950, 8.905391, -3.758698], [6.930896, 10.856268, -4.490906], [4.492197, 10.609185, -4.889250], [-6.534874, -9.478259, 6.207097], [-6.561860, -9.100749, 5.055260], [-6.510777, -10.072343, 3.924114], [-6.455962, -11.431863, 4.208192], [-6.427967, -12.352867, 3.175291], [-6.454853, -11.920975, 1.853465], [-6.501522, -10.567964, 1.564872], [-6.527560, -9.638629, 2.598050], [-6.564342, -8.185246, 2.260227], [-6.533388, -7.810035, 1.108079], [-6.641190, -7.215373, 3.390343], [-6.710909, -5.856521, 3.105771], [-6.797834, -4.938551, 4.138957], [-6.817532, -5.374244, 5.459651], [-6.742087, -6.725933, 5.749289], [-6.651769, -7.651716, 4.716803], [-6.438243, -11.748204, 5.242140], [-6.386714, -13.411094, 3.397965], [-6.438638, -12.643402, 1.047870], [-6.518154, -10.212738, 0.543608], [-6.694500, -5.530526, 2.074944], [-6.848131, -3.881837, 3.912810], [-6.890485, -4.654723, 6.264884], [-6.751670, -7.082098, 6.770328]],
  "forces_ev_per_a": [[0.0, 0.0, 0.0], [0.0, -0.1, 0.0], [-0.1, 0.1, 0.1], [-0.1, -0.1, 0.1], [0.1, 0.0, -0.1], [0.2, 0.2, 0.0], [0.0, 0.0, 0.0], [-0.1, 0.1, -0.1], [0.0, 0.0, 0.1], [0.1, 0.1, 0.0], [0.0, -0.1, 0.1], [0.0, 0.0, -0.1], [-0.1, 0.1, 0.0], [0.2, -0.1, 0.0], [0.1, 0.0, -0.1], [-0.4, 0.0, 0.0], [0.2, 0.0, 0.2], [-0.1, 0.1, 0.0], [0.0, -0.2, -0.1], [0.1, 0.0, 0.1], [-0.1, 0.1, 0.0], [0.0, -0.1, -0.1], [0.2, -0.1, 0.1], [0.0, 0.0, 0.0], [0.0, 0.0, 0.0], [0.0, 0.0, 0.0], [0.0, 0.0, 0.0], [0.1, -0.1, -0.1], [0.1, 0.1, 0.0], [0.1, 0.1, -0.2], [0.0, 0.0, 0.0], [-0.1, 0.0, 0.0], [-0.1, 0.1, -0.1], [-0.1, -0.1, 0.0], [0.1, 0.1, 0.0], [0.0, -0.1, 0.1], [0.0, 0.0, 0.0], [0.0, 0.0, 0.0], [0.0, 0.0, 0.0], [0.0, 0.1, 0.0], [0.0, 0.0, 0.0], [-0.1, 0.0, 0.0], [-0.1, 0.1, 0.0], [0.3, 0.1, 0.0], [0.0, 0.0, 0.0], [0.0, 0.1, 0.0], [0.0, 0.0, 0.0], [-0.1, 0.0, 0.0], [-0.1, -0.1, 0.0], [0.0, 0.0, 0.0], [0.0, 0.0, 0.0], [0.0, 0.0, 0.0], [0.0, 0.0, 0.0], [0.0, 0.0, 0.0], [0.0, 0.0, 0.0], [0.0, 0.0, 0.0], [-0.1, -0.1, 0.1], [0.0, 0.0, 0.0], [0.0, 0.0, 0.0], [0.0, 0.0, 0.0], [0.0, 0.0, 0.0], [0.0, 0.0, 0.0], [0.0, 0.0, 0.0], [0.0, 0.0, 0.0], [0.0, 0.0, 0.0], [0.0, 0.0, 0.0], [0.0, 0.0, 0.0], [0.0, 0.0, 0.0], [0.0, 0.0, 0.0], [0.0, 0.0, 0.0], [0.0, 0.0, 0.0], [0.0, 0.0, 0.0], [0.0, 0.0, 0.0], [0.0, 0.0, 0.0], [0.0, 0.0, 0.0], [0.0, 0.0, 0.0], [0.0, 0.0, 0.0], [0.0, -0.1, 0.0], [0.0, 0.0, 0.0], [0.0, 0.0, 0.0], [0.0, -0.1, 0.0], [0.0, 0.0, 0.0], [0.0, 0.0, 0.0], [0.0, 0.0, 0.0], [0.0, 0.0, 0.0], [0.0, 0.0, 0.0], [0.0, 0.0, 0.0], [0.0, 0.0, 0.0], [0.0, 0.1, 0.0], [0.0, 0.0, 0.0], [0.0, 0.0, 0.0], [0.0, 0.0, 0.0], [0.0, 0.0, 0.0], [0.0, 0.0, 0.0], [0.0, 0.0, 0.0], [0.0, 0.0, 0.0], [0.0, 0.0, 0.0], [0.0, 0.0, 0.0]],
  "homo_ev": -9.64,
  "e_lumo_ev": -1.265,
  "orbital_gap_ha": 0.3079,
  "smiles": "COCCCCCCCCC1=CC(=O)C(O)=C(CCCCl)C1=O.O=C1c2ccccc2C(=O)c2ccccc21.O=C1c2ccccc2C(=O)c2ccccc21",
  "molar_mass_g_mol": 759.295
}

***

{
  "formula": "C3H3N3O",
  "method": "ωB97M-V/def2-TZVPD",
  "symbols": ["H", "N", "C", "C", "C", "O", "N", "N", "H", "H"],
  "coordinates": [[2.917675, 0.888742, 0.385057], [2.333629, -0.032226, 0.055310], [1.021736, 0.179624, 0.028273], [0.094962, 1.310812, -0.043987], [-1.290517, 1.057335, -0.087980], [-1.820025, -0.170118, 0.152795], [-0.768820, -1.479668, 0.013751], [0.446533, -1.196737, -0.173374], [0.537327, 2.260375, -0.205953], [-1.931277, 1.885615, -0.049103]],
  "forces_ev_per_a": [[-2.1, -2.5, -1.3], [-1.4, 3.7, 1.7], [2.8, -1.5, -1.1], [-1.6, -2.4, -0.1], [3.7, -2.4, 1.7], [1.2, 1.2, -0.6], [5.0, 2.5, -1.3], [-6.2, -0.2, 1.5], [-0.1, 0.8, 0.0], [-1.4, 0.7, -0.5]],
  "homo_ev": -9.30,
  "e_lumo_ev": -0.645,
  "orbital_gap_ha": 0.3179,
  "smiles": "[H]/N=c1\\cconn1",
  "de_lowest_kcal_mol": 107.0,
  "molar_mass_g_mol": 97.077
}